Record 1
Here is 14 unconnected molecules or ions with the total composition C14H42N14O28 at a distorted geometry from the Open Molecules 2025 dataset. Energies are from ωB97M-V/def2-TZVPD.

```
98
Properties=species:S:1:pos:R:3:forces:R:3
O -1.343 2.115 1.594 0.67 -0.27 -0.52
O -1.014 -4.072 1.291 1.93 0.43 -1.12
O 4.958 2.125 0.927 0.40 -1.83 0.79
O -3.584 3.836 -3.206 0.30 0.14 0.64
O 1.490 1.717 0.112 0.05 -1.84 0.23
O 0.870 4.186 4.061 1.28 -1.22 -1.24
O -6.023 0.919 0.422 0.91 -0.48 -0.58
O -4.636 3.697 -1.313 0.64 0.17 -0.73
O -2.311 -2.488 -1.394 1.22 0.99 0.57
O -2.129 -4.282 -2.568 1.10 0.37 -0.17
O 1.698 0.611 6.646 -0.75 -0.97 -0.79
O 0.964 2.061 3.829 0.39 -0.92 0.13
O 4.116 -4.671 1.053 -0.78 1.23 0.59
O -2.182 -1.471 2.047 -0.31 0.67 1.92
O -5.500 -1.168 0.349 0.56 0.85 -0.62
O -3.358 2.743 1.971 0.94 -0.34 0.61
O 0.420 2.948 -5.252 -0.58 0.24 2.52
O 1.509 -0.213 1.174 -0.27 1.32 -1.64
O 0.494 -2.839 0.257 -0.64 -1.75 0.58
O 4.205 -0.913 -3.374 0.71 -1.81 -0.18
O 2.483 0.153 -3.752 -2.30 -0.63 -0.64
O -0.614 -1.520 -3.958 0.31 0.53 -0.90
O 3.813 -2.803 0.014 -0.34 -0.51 1.27
O 5.406 0.017 1.537 -0.68 2.15 -0.77
O 0.019 -0.555 5.906 0.31 0.03 -0.14
O -2.086 -0.002 -3.980 -1.14 0.89 0.31
O -3.523 -0.465 3.397 -1.00 1.53 0.57
O -0.001 2.685 -3.087 0.00 0.41 -1.10
N -2.570 -3.167 -2.341 -2.50 -1.87 0.19
N 2.997 -0.924 -3.506 1.45 2.04 1.86
N 3.771 -3.490 1.039 1.08 0.14 -1.09
N -1.117 -0.511 -4.464 -0.20 -1.65 2.33
N 1.187 -0.213 5.884 0.25 0.97 1.16
N -5.260 0.017 0.099 -1.50 -1.13 1.42
N 0.471 3.280 -4.039 0.79 -1.29 -2.11
N 1.106 0.555 0.290 -1.26 0.78 0.26
N -2.659 -1.250 3.182 1.31 -2.19 -2.82
N -3.635 3.900 -1.990 -0.35 -0.53 1.16
N 1.350 3.159 3.533 -0.86 2.03 0.18
N -0.052 -3.924 0.518 -2.52 1.38 1.30
N -2.240 2.402 2.351 -1.62 1.06 -0.09
N 5.034 0.906 0.750 -0.11 -0.63 -0.36
C 2.374 3.251 2.435 1.30 0.07 0.10
C -2.272 -2.181 4.271 0.01 0.06 0.52
C -3.839 -2.849 -3.068 -0.02 0.17 -0.85
C 4.641 0.449 -0.648 0.72 0.74 0.49
C 0.441 -5.105 -0.175 0.34 -0.06 -0.37
C 1.302 4.458 -3.788 -0.05 0.99 0.78
C -1.906 2.378 3.819 -0.60 -0.93 -0.99
C 3.313 -2.791 2.304 -0.72 -0.83 -0.08
C 2.075 -0.804 4.876 1.53 -0.05 -0.44
C -0.060 0.115 -0.631 0.37 -1.20 0.61
C -2.371 4.218 -1.188 -0.18 0.98 -1.25
C -0.611 0.028 -5.670 0.96 1.12 -2.15
C -3.973 0.386 -0.549 -1.17 0.51 0.20
C 2.242 -2.137 -3.029 0.60 -0.70 -0.73
H 1.805 -1.972 -2.044 -0.30 0.51 -0.33
H 0.479 0.049 -5.673 -0.14 -0.50 0.04
H -2.837 -3.099 4.107 -0.03 0.13 -0.08
H -2.651 4.779 -0.296 -0.14 -0.62 0.02
H -4.361 1.061 -1.312 0.71 0.03 -0.30
H -1.207 -2.411 4.258 -0.21 0.30 -0.18
H 1.754 -0.513 3.876 -0.28 -0.21 0.14
H -0.199 -5.986 -0.123 -0.26 0.52 0.34
H 2.987 -2.915 -2.866 0.11 0.21 -0.23
H 2.226 -2.785 2.227 -0.06 0.41 -0.32
H -2.594 -1.690 5.190 0.23 -0.24 -0.03
H -3.658 -2.028 -3.762 0.00 0.10 0.26
H 3.497 -3.413 3.180 0.64 0.02 -0.30
H 0.384 -0.337 -1.517 0.13 0.45 -0.11
H 1.884 4.270 -2.886 0.01 -0.05 -0.19
H -1.298 1.474 3.821 0.18 0.42 0.80
H 4.619 1.392 -1.194 -0.31 -0.42 -0.23
H 0.485 -4.733 -1.199 0.75 -0.55 -0.03
H 2.023 3.721 1.516 -0.66 -0.30 0.37
H -0.927 1.059 -5.829 -0.25 -0.25 0.46
H -1.362 3.300 4.026 -0.03 -0.27 0.18
H 1.365 -5.294 0.372 0.42 -0.23 -0.81
H -3.448 -0.502 -0.903 -0.07 0.28 0.23
H 3.076 -0.408 5.052 -0.23 0.37 -0.03
H 3.249 3.837 2.717 -0.38 0.31 0.68
H 3.680 -0.064 -0.595 0.25 0.02 0.08
H 2.791 2.261 2.253 -0.70 0.06 -0.04
H 5.453 -0.188 -0.998 -0.34 -0.12 0.04
H -1.048 -0.575 -6.466 0.36 -0.15 -0.07
H -4.125 -3.737 -3.630 0.12 0.14 0.16
H -3.517 0.972 0.249 0.56 -0.09 -0.33
H -0.773 0.904 -0.872 0.72 0.30 0.22
H -1.838 4.901 -1.849 0.22 -0.15 0.05
H 3.706 -1.776 2.360 0.11 -0.30 -0.26
H -1.760 3.329 -1.028 -0.45 -0.02 0.12
H -0.581 -0.710 -0.145 0.14 0.19 0.33
H 0.596 5.258 -3.565 0.06 0.10 0.01
H 1.906 4.741 -4.650 -0.22 -0.42 0.12
H 2.223 -1.875 5.014 -0.86 -0.04 0.00
H 1.555 -2.444 -3.818 -0.23 0.29 0.41
H -4.597 -2.595 -2.327 0.25 0.11 -0.01
H -2.840 2.234 4.362 0.21 0.30 -0.03
```
Forces are in eV/Å.

The charge is 0. For the energy relative to the best compared isomer or geometry (same formula, charge and spin), the calculation gives 46.38 kcal/mol. The LUMO energy is -0.5 eV. As for the gap between HOMO and LUMO: 9.7 eV.



Record 2
Here is 4 unconnected molecules or ions with the total composition C14H42N8O6P2 at a distorted geometry from the Open Molecules 2025 dataset. Energies are from ωB97M-V/def2-TZVPD.

```
72
Properties=species:S:1:pos:R:3:forces:R:3
P -1.806 -1.185 3.687 -0.28 2.04 -2.45
P 2.325 -0.824 -1.402 -0.34 0.56 -0.04
O -5.084 5.197 -6.403 -0.38 0.99 -0.17
O -1.771 2.891 -2.791 2.99 3.77 -2.81
O -4.832 6.753 -4.894 -0.43 2.17 -0.68
O -2.425 -1.529 4.986 -0.35 0.16 -0.47
O -3.496 1.959 -2.025 -7.36 -0.79 1.11
O 0.804 -1.140 -1.272 4.59 0.84 0.66
N -2.382 0.333 2.954 0.71 -0.39 1.76
N -4.926 5.623 -5.268 1.32 -1.74 -0.80
N -2.133 -2.313 2.430 0.45 1.46 1.19
N -0.101 -0.860 3.824 -0.88 -1.15 -0.34
N -2.313 2.002 -2.155 4.54 -3.57 1.02
N 2.828 -0.786 -3.009 0.17 2.24 0.71
N 3.460 -1.965 -0.728 -3.39 -1.80 0.28
N 2.962 0.660 -0.689 -2.24 -0.70 -0.07
C -1.501 0.839 -1.753 0.09 0.56 0.92
C 3.074 -1.982 -3.761 -0.69 -0.03 -0.57
C 2.430 0.405 -3.837 0.76 -0.23 -0.19
C 0.401 0.322 4.572 -0.88 -0.94 -1.41
C -4.704 4.635 -4.257 -0.76 -1.08 2.14
C 2.724 -2.740 0.324 0.18 -0.39 -0.40
C -3.302 -3.277 2.384 2.23 2.36 0.09
C -3.528 0.910 3.691 0.53 -1.31 -0.20
C 4.113 1.410 -1.141 -0.49 0.76 0.54
C -1.175 -2.380 1.318 0.02 -1.14 1.15
C 0.698 -2.063 4.035 0.00 0.01 -0.89
C 2.226 1.362 0.419 0.43 -0.96 -0.26
C 4.866 -1.761 -0.546 0.29 0.80 -0.06
C -2.130 0.841 1.597 -0.22 -1.30 -0.36
H 5.370 -2.541 0.024 -0.51 -0.34 0.01
H -5.616 4.037 -4.248 0.23 -0.30 0.08
H 3.975 -1.899 -4.369 0.28 -0.05 0.13
H 4.882 1.493 -0.372 0.66 -1.07 0.05
H -3.756 -3.205 3.372 0.09 -0.91 -0.03
H 1.787 -3.155 -0.047 -0.36 0.95 -0.26
H 0.590 0.080 5.618 -0.27 0.17 0.16
H 0.240 -2.900 3.507 -0.33 -0.17 0.50
H 3.107 -2.868 -3.127 0.01 0.13 -0.08
H -0.526 -3.197 1.633 0.58 -0.40 -0.65
H -2.345 1.899 1.444 -0.11 0.04 0.55
H -2.756 -4.153 2.034 -1.09 -0.80 0.43
H 1.393 0.725 -3.736 0.09 0.02 0.37
H 5.059 -0.834 -0.007 0.20 0.24 0.04
H 3.823 2.458 -1.066 -0.24 0.37 -1.28
H -3.862 1.852 3.255 0.44 0.17 0.37
H 2.552 -2.141 1.218 -0.13 -0.06 0.17
H 2.236 -2.017 -4.458 -0.03 -0.82 -0.23
H 2.607 0.285 -4.906 -0.34 -1.20 -0.14
H -0.519 -1.512 1.259 -0.49 0.12 -0.42
H 1.344 1.956 0.182 -0.14 -0.30 -0.69
H -2.080 -0.071 -1.594 -0.28 0.15 -0.21
H -0.588 0.593 -2.296 -0.35 0.38 -0.79
H 0.882 -2.293 5.085 -0.09 -0.10 0.11
H -3.832 3.993 -4.379 0.05 0.16 -0.34
H -4.015 -2.887 1.657 -0.04 -0.31 -0.20
H 1.643 -2.000 3.495 0.42 0.41 0.25
H -1.103 1.136 -0.783 0.22 -0.23 0.41
H -1.128 0.674 1.202 0.35 -0.02 0.70
H -0.364 1.075 4.385 0.26 0.34 0.52
H -3.216 0.877 4.735 -0.37 0.93 0.15
H 2.896 2.074 0.901 0.32 -0.23 0.03
H -4.636 5.185 -3.319 0.14 -0.37 -0.07
H 1.337 0.617 4.097 0.08 0.17 0.07
H 3.144 1.225 -3.758 -0.28 0.36 1.07
H 4.476 1.088 -2.116 0.09 0.21 0.27
H -4.386 0.238 3.670 -0.35 -0.09 -0.25
H 3.134 -3.708 0.614 1.24 0.27 0.03
H 5.377 -1.722 -1.509 0.00 0.17 -0.12
H -2.728 0.300 0.864 -0.40 0.05 -0.14
H 1.953 0.607 1.156 -0.20 0.14 0.15
H -1.653 -2.700 0.392 0.02 0.62 -0.12
```
Forces are in eV/Å.

The charge is -1. The LUMO energy (spin up / spin down) is 2.2 / 2.2 eV. Its multiplicity is 2. As for the gap between HOMO and LUMO (spin up / spin down): 2.5 / 6.5 eV.



Record 3
Here is 7 unconnected molecules or ions with the total composition C14H42O14 at a distorted geometry from the Open Molecules 2025 dataset. Energies are from ωB97M-V/def2-TZVPD.

```
70
Properties=species:S:1:pos:R:3:forces:R:3
O 1.919 -1.484 -8.562 0.28 -0.85 1.37
O -4.976 4.612 -3.697 -0.50 0.87 0.18
O -6.040 -1.585 3.300 0.39 1.85 2.40
O 5.753 0.682 -2.851 0.40 -0.07 -1.09
O -4.211 -0.537 1.199 0.83 -0.55 -0.34
O 0.631 -1.437 -5.625 -0.90 0.09 -0.27
O 0.447 4.765 1.197 -0.19 0.44 1.64
O -1.232 -3.046 -0.187 0.64 -0.17 -0.15
O 1.261 4.083 4.063 -0.23 0.00 -0.16
O 0.810 -1.598 1.553 0.36 1.55 -0.40
O 0.567 -1.355 6.838 -0.43 -1.18 -1.32
O -2.634 2.591 -3.774 -0.39 -0.02 -0.62
O -0.262 -1.161 9.710 0.06 -2.09 0.22
O 6.998 -1.894 -3.697 1.83 0.19 -0.85
C 2.482 -1.694 -7.189 -0.35 0.89 -1.77
C 0.823 3.133 3.095 0.55 1.53 -0.80
C -4.881 3.344 -3.124 0.96 -1.08 -1.25
C 0.884 -0.337 7.680 1.73 0.81 2.56
C -5.728 -2.236 2.153 -0.55 -1.53 -1.72
C 1.701 -0.769 -6.216 1.96 -0.53 0.21
C 5.663 -0.525 -2.157 -0.16 -1.08 0.58
C -0.114 -0.138 8.790 -0.80 1.98 -0.79
C 5.825 -1.864 -2.991 -1.57 2.11 1.23
C -3.451 3.020 -2.687 0.02 -0.78 1.15
C 1.160 3.590 1.662 -0.55 -0.31 -1.47
C -5.356 -1.324 0.993 -1.72 -0.37 0.03
C 1.061 -2.715 0.723 -1.44 -0.69 0.65
C 0.123 -2.698 -0.501 -0.03 -0.08 0.45
H 5.753 -2.689 -2.283 -0.42 -0.09 -0.14
H 2.088 -2.899 0.410 0.31 0.65 0.04
H -4.214 4.717 -4.271 0.01 0.05 -0.15
H -1.063 -0.934 10.188 0.03 -0.35 0.19
H 3.560 -1.563 -7.284 0.09 0.77 0.39
H -1.039 0.002 8.230 -0.57 0.48 0.37
H 2.361 -0.727 -8.952 0.09 0.04 0.12
H 0.766 2.847 0.968 0.53 -0.84 0.24
H 6.537 0.575 -3.396 0.25 0.44 -0.31
H 0.152 0.681 9.459 0.05 1.06 -0.96
H -2.873 3.808 -2.204 -0.68 0.55 0.23
H -4.280 -0.132 2.066 0.16 0.06 0.05
H -0.045 -1.427 -6.307 -0.46 -0.37 0.13
H -0.262 3.033 3.122 -0.08 -0.49 0.29
H 1.802 -0.489 8.247 0.77 -0.64 -0.18
H 1.394 2.238 3.340 -0.46 -0.24 -0.34
H 0.523 -3.387 -1.245 -0.29 -0.40 0.12
H 0.812 -1.832 2.484 0.10 -0.18 -0.17
H -5.713 3.103 -2.461 0.45 0.85 0.80
H 1.420 0.143 -6.743 -0.20 -0.03 -0.18
H -6.641 -2.814 2.013 -0.16 -0.13 -1.35
H -6.158 -0.623 0.759 -0.59 0.03 0.30
H -1.653 -2.263 0.176 -0.04 0.10 0.13
H 2.439 -2.757 -6.955 -0.83 0.09 0.07
H 0.561 4.915 0.256 0.27 -0.35 0.09
H -5.085 2.599 -3.893 0.16 -0.33 -0.45
H -4.994 -3.034 2.266 0.71 0.30 0.37
H 0.792 -3.503 1.426 -0.03 -1.07 -0.91
H 2.225 3.736 1.482 0.13 -0.11 0.33
H 7.486 -2.712 -3.574 -0.12 0.09 0.09
H 5.007 -1.774 -3.706 -0.36 -0.74 -0.02
H 2.321 -0.443 -5.380 0.34 -0.09 -0.04
H 0.415 -2.143 7.364 -0.04 -0.17 0.03
H 6.386 -0.500 -1.340 0.14 -0.27 0.25
H 4.657 -0.474 -1.742 -0.02 -0.58 0.26
H 1.139 0.572 7.135 -0.80 0.10 -0.16
H 0.107 -1.741 -1.022 0.37 0.35 0.28
H -3.519 2.206 -1.965 -0.03 -0.16 0.19
H -1.985 1.973 -3.430 0.01 0.02 -0.07
H 0.856 4.909 3.790 0.04 0.35 0.18
H -5.881 -0.649 3.156 -0.17 0.12 0.45
H -5.376 -1.973 0.117 1.15 0.18 -0.24
```
Forces are in eV/Å.

The charge is 0. For the energy relative to the best compared isomer or geometry (same formula, charge and spin), the calculation gives 86.01 kcal/mol. The SMILES is OCCO.OCCO.OCCO.OCCO.OCCO.OCCO.OCCO. The LUMO energy is 0.1 eV. As for the gap between HOMO and LUMO: 10.1 eV.



Record 4
Here is 7 unconnected molecules or ions with the total composition C14H42O14 at a distorted geometry from the Open Molecules 2025 dataset. Energies are from ωB97M-V/def2-TZVPD.

```
70
Properties=species:S:1:pos:R:3:forces:R:3
O -2.489 23.406 31.012 0.01 -0.85 2.02
O -6.408 18.462 24.883 0.23 -0.34 -1.02
O -5.289 26.451 33.142 -0.22 -0.09 0.21
O -6.873 23.711 24.292 -0.21 -0.80 -0.63
O -1.856 21.487 33.564 -0.19 -0.45 -1.86
O -4.869 23.480 26.133 1.35 -1.04 -0.24
O -6.037 29.001 32.093 -0.24 -0.57 -0.43
O 0.846 21.877 25.960 -0.70 -1.08 -0.81
O -1.749 22.165 27.077 -0.50 -0.04 -0.24
O -4.530 20.338 27.466 -0.35 -0.52 0.16
O -3.202 29.963 28.165 -0.88 0.82 -0.32
O -3.132 24.244 28.270 -1.24 0.47 1.42
O -3.719 27.101 28.803 -0.63 1.12 0.55
O -7.062 22.349 21.475 -1.11 -0.99 0.26
C -0.310 22.130 25.120 -0.16 1.17 1.64
C -1.681 21.692 25.743 1.35 -0.47 -1.74
C -4.939 28.252 31.643 0.92 1.60 -0.05
C -4.740 19.516 26.318 -0.73 -0.68 -0.34
C -5.385 24.025 27.296 -0.01 0.47 0.23
C -5.168 26.749 31.801 1.58 -0.76 0.21
C -2.883 27.633 27.749 0.71 -1.16 0.88
C -4.475 23.774 28.508 -0.46 -0.06 -0.92
C -3.041 22.153 31.492 -0.37 0.50 -1.82
C -2.237 28.929 28.189 -1.29 0.55 0.38
C -2.106 21.181 32.154 0.40 0.12 1.44
C -6.253 19.138 26.074 0.34 1.66 1.56
C -6.669 24.208 22.970 0.09 1.20 -0.46
C -6.146 23.324 21.869 0.63 -0.68 0.41
H -1.283 21.475 27.553 0.09 0.15 0.53
H -3.886 22.268 32.170 -0.14 0.61 0.22
H -7.342 18.455 24.662 0.00 -0.14 -0.11
H -1.473 29.323 27.519 0.36 -0.67 0.20
H -5.433 25.101 27.131 -0.24 0.36 0.35
H -7.663 23.169 24.228 -0.16 -0.26 0.23
H -4.293 26.168 31.509 -0.15 0.28 -0.66
H -1.228 21.039 31.524 0.49 0.32 0.34
H -4.086 28.634 32.203 0.42 -0.97 0.54
H -6.084 26.446 31.293 -0.34 0.16 -0.42
H -4.611 28.460 30.624 -0.66 -0.49 -0.55
H -4.553 22.744 28.858 0.48 -0.43 -0.42
H -5.256 22.814 22.240 0.48 0.25 -0.18
H -1.880 20.621 25.711 0.50 -0.28 0.24
H -4.034 29.606 28.482 -0.13 0.03 0.01
H -6.854 20.045 26.144 0.13 0.73 -0.63
H -6.066 26.943 33.417 -0.69 0.37 0.91
H -2.878 23.621 30.161 0.09 0.12 -0.71
H -2.630 23.675 27.682 0.02 -0.74 -0.42
H -5.602 23.208 25.576 -0.20 0.15 -0.53
H -6.742 18.608 26.892 0.81 -0.68 0.50
H -0.354 23.219 25.123 -0.40 0.23 -0.45
H -4.103 21.155 27.196 -0.05 0.10 -0.25
H -3.433 21.691 30.586 -0.19 -0.45 0.07
H 0.863 22.518 26.673 -0.15 0.13 -0.13
H -4.207 18.568 26.389 0.18 -0.06 0.46
H -3.495 27.788 26.861 0.30 -0.10 -0.22
H -7.600 24.619 22.579 -0.16 0.32 0.26
H -5.849 29.887 31.775 -0.49 0.43 0.15
H -5.938 25.005 23.107 -0.12 0.19 -0.19
H -3.782 26.147 28.724 0.40 -0.09 -0.44
H -2.605 20.212 32.141 -0.18 0.09 0.23
H -0.169 21.835 24.080 0.23 -0.54 0.32
H -6.581 21.541 21.283 -0.18 -0.05 -0.06
H -1.371 22.315 33.610 0.23 0.12 -0.01
H -5.967 23.892 20.957 0.60 0.68 0.39
H -1.970 28.906 29.245 1.00 -0.70 -0.12
H -6.393 23.632 27.423 -0.10 0.13 0.68
H -4.281 20.000 25.456 -0.55 0.10 -0.35
H -2.437 22.061 25.051 -0.33 0.76 0.60
H -2.124 26.853 27.679 0.25 0.20 -0.96
H -4.914 24.317 29.345 0.24 0.55 0.11
```
Forces are in eV/Å.

The charge is +1. For the energy relative to the best compared isomer or geometry (same formula, charge and spin), the calculation gives 19.00 kcal/mol. The LUMO energy (spin up / spin down) is -2.4 / -9.8 eV. Its multiplicity is 2. As for the gap between HOMO and LUMO (spin up / spin down): 9.8 / 2.4 eV.



These records have energy values of -93350.2610 -57976.6710 -43857.3658 -43849.2660 eV, in the order they appear.